Formula: C4H5NO
Source: OMol25
Level of theory: ωB97M-V/def2-TZVPD

```
11
Properties=species:S:1:pos:R:3:lowdin_charge:R:1
C 0.60 -0.81 1.11 -0.0676
C 0.46 -0.24 -0.32 -0.1671
C -0.46 0.94 -0.31 -0.4406
O -0.31 1.83 0.49 0.1172
C -1.44 0.98 -1.41 -0.1035
N -2.28 0.81 -2.19 0.1777
H -0.11 -0.28 1.77 0.0766
H 1.60 -0.68 1.54 0.0764
H 0.34 -1.88 1.13 0.0761
H 0.27 -1.00 -1.09 0.1185
H 1.26 0.38 -0.74 0.1362
```

**SMILES string**: CCC(=O)C#N

***

Formula: C4H5NO
Source: OMol25
Level of theory: ωB97M-V/def2-TZVPD

```
11
Properties=species:S:1:pos:R:3:lowdin_charge:R:1
O 1.52 -0.85 -1.36 0.0282
C 1.07 -0.98 -0.14 -0.0786
C 0.65 0.39 0.35 -0.2319
C -0.82 0.28 0.78 -0.2031
C -1.74 0.35 -0.36 -0.2288
N -2.46 0.38 -1.26 0.1423
H 1.76 -1.74 -1.67 0.1083
H -0.96 -0.68 1.28 0.1153
H 1.25 0.59 1.25 0.1161
H 0.81 1.21 -0.36 0.1154
H -1.09 1.06 1.49 0.1166
```

***

Formula: C4H5NO
Source: OMol25
Level of theory: ωB97M-V/def2-TZVPD

```
11
Properties=species:S:1:pos:R:3:lowdin_charge:R:1
O -0.46 -1.65 1.05 0.0587
C 0.50 -0.93 0.94 -0.2703
C 0.33 0.55 0.61 -0.1521
C -0.69 0.66 -0.54 -0.1686
C -0.29 -0.35 -1.53 -0.2391
N 0.20 -1.16 -2.19 0.1633
H 1.53 -1.31 1.04 0.1272
H 1.28 1.00 0.31 0.1162
H -0.02 1.07 1.51 0.1236
H -0.67 1.64 -1.02 0.1189
H -1.71 0.47 -0.18 0.1221
```

**SMILES string**: N#CCCC=O

***

Formula: C4H5NO
Source: OMol25
Level of theory: ωB97M-V/def2-TZVPD

```
11
Properties=species:S:1:pos:R:3:lowdin_charge:R:1
C 1.56 0.68 1.21 -0.0255
C 0.20 0.03 1.13 -0.5030
C -0.13 -0.76 -0.04 0.0519
C -0.87 -0.85 -1.00 -0.1351
O -0.64 0.18 2.00 0.0629
N -1.77 -1.02 -1.97 0.0840
H 1.87 1.09 0.25 0.0826
H 2.30 -0.07 1.52 0.0884
H 1.51 1.47 1.97 0.0830
H -2.73 -0.97 -1.65 0.1094
H -1.61 -0.55 -2.85 0.1015
```

**SMILES string**: CC(=O)C#CN

***

Formula: C4H5NO
Source: OMol25
Level of theory: ωB97M-V/def2-TZVPD

```
11
Properties=species:S:1:pos:R:3:lowdin_charge:R:1
O -1.16 0.51 1.75 0.0592
C -0.42 0.24 0.64 -0.3413
C 0.95 0.49 0.55 -0.1285
N 1.41 0.12 -0.78 -0.0193
C 0.31 -0.39 -1.38 -0.1818
C -0.83 -0.30 -0.58 -0.0246
H -2.07 0.23 1.59 0.1100
H 1.57 1.11 1.17 0.1287
H 1.66 -0.55 0.23 0.1869
H 0.39 -0.83 -2.36 0.1043
H -1.83 -0.64 -0.84 0.1064
```

***

Formula: C4H5NO
Source: OMol25
Level of theory: ωB97M-V/def2-TZVPD

```
11
Properties=species:S:1:pos:R:3:lowdin_charge:R:1
C -1.65 -0.35 -0.08 -0.0406
C -0.19 -0.08 -0.07 -0.3380
C 0.45 1.00 0.46 -0.0695
O 1.79 0.82 0.32 0.0259
C 1.90 -0.37 -0.30 -0.2036
N 0.77 -0.95 -0.56 0.1303
H -1.94 -0.98 0.77 0.0802
H -1.97 -0.87 -0.98 0.0778
H -2.19 0.60 -0.01 0.0783
H 0.14 1.90 0.96 0.1272
H 2.90 -0.71 -0.51 0.1320
```

**SMILES string**: Cc1cocn1

***

Number 1: F_max 1.29 eV/Å, DFT total energy -285.3714 Ha. Number 2: F_max 1.09 eV/Å, DFT total energy -285.3126 Ha. Number 3: F_max 1.04 eV/Å, DFT total energy -285.3840 Ha. Number 4: F_max 0.69 eV/Å, DFT total energy -285.3398 Ha. Number 5: F_max 0.46 eV/Å, DFT total energy -285.3252 Ha. Number 6: F_max 0.30 eV/Å, DFT total energy -285.4016 Ha.